# 1
A molecular structure, C36H59N5O6PS2Y, computed with ωB97M-V/def2-TZVPD.

Computed properties:
- F_max: 0.36 eV/A
- Electronic energy: -3308.24982 hartree
- Energy relative to the best compared isomer or geometry (same formula, charge and spin): 0.8947 eV
- Orbital gap: 7.885 eV
- Total charge: +2
- Lowest unoccupied orbital energy: -0.1512 Ha
- Multiplicity: 1

Atoms and positions in Å:
1 Y 0.517 0.204 0.108
2 C 5.117 -0.881 -2.270
3 O 3.685 -0.977 -2.409
4 C 2.914 -1.071 -1.358
5 O 1.685 -1.018 -1.499
6 N 3.476 -1.245 -0.143
7 N 2.629 -1.219 0.979
8 H 5.488 -0.720 -3.276
9 H 5.531 -1.814 -1.885
10 H 5.376 -0.030 -1.640
11 H 4.469 -1.353 -0.017
12 H 3.078 -0.673 1.710
13 H 2.471 -2.164 1.319
14 O -1.069 1.235 1.376
15 S -2.395 1.968 1.537
16 C -2.444 3.107 0.088
17 C -3.639 3.072 -0.861
18 C -3.565 2.079 -2.026
19 C -2.402 2.349 -2.988
20 S -1.120 1.075 -3.008
21 O -0.928 0.738 -1.532
22 C -2.055 -0.294 -3.663
23 C -2.430 -0.234 -5.000
24 C -3.130 -1.294 -5.550
25 C -3.433 -2.406 -4.771
26 C -3.027 -2.461 -3.446
27 C -2.330 -1.401 -2.881
28 C -3.716 0.828 1.214
29 C -4.935 1.147 1.801
30 C -6.042 0.350 1.545
31 C -5.916 -0.761 0.724
32 C -4.684 -1.089 0.172
33 C -3.573 -0.299 0.419
34 H -1.502 2.891 -0.418
35 H -2.354 4.091 0.548
36 H -3.742 4.079 -1.274
37 H -4.561 2.898 -0.302
38 H -4.497 2.163 -2.587
39 H -3.523 1.051 -1.669
40 H -1.876 3.282 -2.773
41 H -2.726 2.411 -4.029
42 H -2.171 0.622 -5.613
43 H -3.432 -1.258 -6.587
44 H -3.976 -3.234 -5.204
45 H -3.247 -3.338 -2.851
46 H -1.993 -1.445 -1.854
47 H -5.020 2.010 2.453
48 H -6.996 0.594 1.990
49 H -6.778 -1.381 0.520
50 H -4.591 -1.962 -0.463
51 H -2.606 -0.545 0.003
52 C 1.543 -2.797 4.178
53 N 0.550 -2.090 3.375
54 C -0.014 -0.900 4.021
55 P -0.265 -2.729 2.095
56 O -0.372 -1.729 0.969
57 N -1.755 -3.168 2.626
58 C -2.730 -3.629 1.644
59 C -2.052 -3.592 3.990
60 N 0.595 -4.024 1.546
61 C 0.993 -4.183 0.149
62 C 0.506 -5.289 2.275
63 H 2.298 -2.084 4.513
64 H 2.032 -3.569 3.588
65 H 1.104 -3.260 5.068
66 H 0.792 -0.210 4.272
67 H -0.552 -1.149 4.940
68 H -0.697 -0.392 3.341
69 H -2.476 -3.240 0.658
70 H -3.721 -3.260 1.913
71 H -2.764 -4.722 1.601
72 H -1.226 -3.363 4.656
73 H -2.238 -4.669 4.030
74 H -2.943 -3.076 4.353
75 H 1.031 -3.221 -0.354
76 H 0.289 -4.821 -0.394
77 H 1.976 -4.658 0.104
78 H 0.173 -5.125 3.300
79 H 1.486 -5.767 2.315
80 H -0.194 -5.976 1.791
81 C 1.061 3.763 -2.945
82 C 2.196 2.791 -2.611
83 C 3.094 2.563 -3.826
84 C 2.962 3.291 -1.403
85 C 3.794 4.400 -1.512
86 C 4.453 4.911 -0.409
87 C 4.279 4.304 0.823
88 C 3.460 3.192 0.987
89 C 3.409 2.549 2.360
90 C 4.421 1.399 2.423
91 C 2.033 2.120 2.870
92 C 2.795 2.689 -0.144
93 O 1.955 1.637 -0.046
94 H 0.499 3.429 -3.822
95 H 1.453 4.758 -3.163
96 H 0.376 3.868 -2.096
97 H 1.749 1.828 -2.351
98 H 3.540 3.492 -4.180
99 H 2.519 2.139 -4.652
100 H 3.908 1.875 -3.590
101 H 3.917 4.877 -2.476
102 H 5.092 5.778 -0.502
103 H 4.794 4.703 1.691
104 H 3.759 3.317 3.054
105 H 4.309 0.750 1.549
106 H 4.314 0.809 3.338
107 H 5.443 1.774 2.384
108 H 1.696 1.185 2.413
109 H 1.270 2.872 2.669
110 H 2.073 1.951 3.948

Results of the Mulliken charge analysis, in e, for atoms 1 through 5: 1.697, -0.945, -0.333, 0.323, -0.540

***

# 2
A molecular structure, C36H59N6O4S2SiTi at a distorted geometry, computed with ωB97M-V/def2-TZVPD.

Computed properties:
- F_max: 1.44 eV/A
- Electronic energy: -3971.39933 hartree
- Energy relative to the best compared isomer or geometry (same formula, charge and spin): 1.0740 eV
- Orbital gap (spin up / spin down): 5.514 / 5.515 eV
- Total charge: +3
- Lowest unoccupied orbital energy (spin up / spin down): -0.3566 / -0.3566 Ha
- Multiplicity: 1

Atoms and positions in Å:
1 Ti 1.117 -0.432 -0.953
2 C 0.042 1.808 3.404
3 C -0.589 0.621 2.687
4 C -2.060 0.508 3.067
5 C 0.126 -0.678 3.065
6 O -0.442 0.793 1.248
7 Si -1.278 1.852 0.301
8 S -0.703 0.864 -1.584
9 O -0.358 3.186 0.282
10 C -0.512 4.630 0.111
11 C -0.897 5.232 1.455
12 C 0.849 5.140 -0.354
13 C -1.574 4.914 -0.938
14 O -2.830 1.819 0.545
15 C -4.204 2.066 0.125
16 C -4.961 0.765 0.364
17 C -4.253 2.418 -1.352
18 C -4.740 3.176 1.019
19 H -0.064 1.678 4.476
20 H -0.455 2.729 3.116
21 H 1.100 1.894 3.171
22 H -2.145 0.206 4.106
23 H -2.559 -0.228 2.444
24 H -2.560 1.463 2.946
25 H -0.194 -0.987 4.055
26 H 1.203 -0.544 3.086
27 H -0.129 -1.465 2.357
28 H -0.109 5.092 2.192
29 H -1.811 4.777 1.829
30 H -1.067 6.298 1.337
31 H 1.616 4.942 0.391
32 H 0.802 6.214 -0.501
33 H 1.125 4.682 -1.302
34 H -2.559 4.704 -0.535
35 H -1.408 4.304 -1.824
36 H -1.542 5.960 -1.227
37 H -4.569 -0.007 -0.295
38 H -6.013 0.911 0.140
39 H -4.870 0.454 1.401
40 H -3.824 1.615 -1.947
41 H -3.715 3.333 -1.566
42 H -5.288 2.556 -1.648
43 H -4.691 2.877 2.063
44 H -5.776 3.380 0.770
45 H -4.170 4.092 0.892
46 C 3.899 0.336 -2.095
47 N 2.509 0.239 -2.606
48 C 2.156 1.550 -3.205
49 C 2.500 -0.768 -3.693
50 C 1.098 -1.094 -4.193
51 N 0.277 -1.763 -3.167
52 C -1.135 -1.576 -3.543
53 C 0.524 -3.213 -3.223
54 H 4.625 0.128 -2.890
55 H 4.060 -0.358 -1.268
56 H 4.112 1.345 -1.743
57 H 2.735 1.728 -4.117
58 H 2.381 2.364 -2.516
59 H 1.092 1.596 -3.441
60 H 2.986 -1.682 -3.342
61 H 3.075 -0.394 -4.553
62 H 1.196 -1.735 -5.081
63 H 0.588 -0.179 -4.507
64 H -1.318 -1.957 -4.553
65 H -1.399 -0.522 -3.519
66 H -1.780 -2.117 -2.855
67 H 0.199 -3.625 -4.186
68 H -0.047 -3.719 -2.445
69 H 1.580 -3.447 -3.100
70 N -0.429 -3.998 0.848
71 C -1.782 -3.874 1.224
72 C -2.383 -4.867 1.980
73 C -3.725 -4.750 2.327
74 C -4.458 -3.659 1.905
75 C -3.854 -2.667 1.137
76 C -2.518 -2.775 0.807
77 S -1.748 -1.469 -0.154
78 N -0.094 -1.936 -0.262
79 C 0.304 -3.129 0.128
80 C 1.653 -3.579 -0.273
81 C 2.057 -4.908 -0.106
82 C 3.330 -5.295 -0.487
83 C 4.167 -4.337 -1.034
84 C 3.673 -3.051 -1.212
85 N 2.448 -2.658 -0.859
86 H 0.000 -4.860 1.158
87 H -1.815 -5.731 2.288
88 H -4.192 -5.519 2.920
89 H -5.501 -3.570 2.161
90 H -4.423 -1.824 0.789
91 H 1.401 -5.662 0.296
92 H 3.656 -6.315 -0.357
93 H 5.173 -4.580 -1.334
94 H 4.321 -2.316 -1.669
95 O 1.750 1.555 -0.378
96 C 2.702 1.965 0.594
97 C 3.201 0.778 1.367
98 C 4.123 0.972 2.392
99 C 4.561 -0.117 3.123
100 C 4.033 -1.362 2.805
101 C 3.115 -1.461 1.774
102 N 2.705 -0.420 1.030
103 H 1.017 2.218 -0.330
104 H 2.246 2.681 1.289
105 H 3.546 2.473 0.103
106 H 4.485 1.966 2.605
107 H 5.276 -0.001 3.923
108 H 4.326 -2.243 3.354
109 H 2.680 -2.424 1.552

Results of the Mulliken charge analysis, in e, for atoms 1 through 5: 0.834, -1.297, 1.335, -1.650, -1.729

***

# 3
11 unconnected molecules or ions with the total composition C36H60Cl2O30 at a distorted geometry, computed with ωB97M-V/def2-TZVPD.

Computed properties:
- F_max: 2.10 eV/A
- Electronic energy: -4585.40881 hartree
- Energy relative to the best compared isomer or geometry (same formula, charge and spin): 0.0681 eV
- Orbital gap: 10.247 eV
- Total charge: 0
- Lowest unoccupied orbital energy: 0.0091 Ha
- Multiplicity: 1

Atoms and positions in Å:
1 C -12.029 6.375 17.976
2 C -13.302 6.584 18.755
3 O -13.045 6.646 20.169
4 C -12.677 7.824 20.626
5 O -12.499 8.823 19.995
6 O -12.498 7.726 21.945
7 C -11.892 8.894 22.517
8 H -11.427 7.287 18.077
9 H -12.185 6.334 16.897
10 H -11.376 5.579 18.325
11 H -13.958 5.725 18.601
12 H -13.942 7.421 18.478
13 H -12.555 9.749 22.410
14 H -10.949 9.071 21.999
15 H -11.674 8.676 23.558
16 C -5.613 9.358 8.249
17 C -5.253 9.410 6.761
18 O -5.382 8.100 6.220
19 C -5.134 8.000 4.914
20 O -4.728 8.882 4.212
21 O -5.377 6.755 4.536
22 C -5.030 6.401 3.209
23 H -6.692 9.460 8.376
24 H -5.185 10.244 8.732
25 H -5.295 8.551 8.908
26 H -4.213 9.725 6.671
27 H -5.920 10.099 6.245
28 H -3.986 6.075 3.216
29 H -5.190 7.227 2.520
30 H -5.613 5.535 2.901
31 C -9.246 7.167 15.923
32 C -8.269 8.014 15.123
33 O -7.413 7.169 14.349
34 C -6.457 7.781 13.680
35 O -6.156 8.945 13.779
36 O -5.947 6.936 12.804
37 C -5.340 7.479 11.650
38 H -9.972 6.753 15.216
39 H -9.826 7.699 16.673
40 H -8.758 6.298 16.362
41 H -7.655 8.617 15.793
42 H -8.879 8.640 14.472
43 H -5.922 8.315 11.260
44 H -5.385 6.800 10.799
45 H -4.301 7.751 11.814
46 C -7.616 6.036 18.820
47 C -7.267 6.349 20.268
48 O -6.707 7.671 20.320
49 C -7.568 8.670 20.420
50 O -8.765 8.584 20.415
51 O -6.978 9.855 20.531
52 C -5.591 10.001 20.751
53 H -7.942 4.997 18.750
54 H -6.664 6.094 18.292
55 H -8.378 6.698 18.428
56 H -6.595 5.600 20.700
57 H -8.028 6.187 21.038
58 H -5.367 9.772 21.794
59 H -5.208 10.983 20.488
60 H -5.017 9.317 20.121
61 O -10.633 7.847 12.717
62 C -10.277 7.665 11.587
63 O -10.792 8.302 10.544
64 C -10.077 7.932 9.357
65 C -9.383 6.643 9.829
66 O -9.334 6.777 11.231
67 H -10.682 7.826 8.461
68 H -9.380 8.757 9.183
69 H -8.412 6.511 9.351
70 H -9.945 5.773 9.480
71 O -9.104 3.482 10.421
72 C -8.788 3.516 11.571
73 O -7.616 3.987 12.013
74 C -7.490 3.839 13.435
75 C -8.936 3.507 13.830
76 O -9.594 3.235 12.604
77 H -6.759 3.103 13.759
78 H -7.251 4.839 13.786
79 H -9.414 4.345 14.334
80 H -8.976 2.630 14.473
81 O -2.309 8.059 10.510
82 C -2.058 9.009 9.855
83 O -1.514 10.154 10.369
84 C -1.395 11.148 9.344
85 C -1.909 10.409 8.116
86 O -2.227 9.113 8.531
87 H -2.014 12.001 9.611
88 H -0.362 11.456 9.187
89 H -1.210 10.287 7.290
90 H -2.787 10.984 7.810
91 O -0.768 12.282 13.881
92 C -1.534 11.457 13.491
93 O -1.546 10.153 13.858
94 C -2.668 9.521 13.276
95 C -3.551 10.654 12.819
96 O -2.556 11.704 12.677
97 H -2.457 8.826 12.465
98 H -3.231 8.988 14.045
99 H -4.259 10.951 13.593
100 H -4.115 10.512 11.902
101 O -9.844 3.923 17.008
102 C -10.022 2.840 17.462
103 O -10.341 2.552 18.736
104 C -9.962 1.186 18.974
105 C -10.129 0.580 17.582
106 O -9.768 1.702 16.785
107 H -8.941 1.178 19.356
108 H -10.586 0.755 19.753
109 H -11.147 0.245 17.377
110 H -9.477 -0.271 17.402
111 O -7.841 9.725 11.196
112 C -7.842 10.909 11.219
113 O -7.958 11.648 12.327
114 C -7.804 13.024 11.976
115 C -8.284 13.016 10.558
116 O -7.889 11.716 10.114
117 H -8.397 13.636 12.653
118 H -6.776 13.370 12.095
119 H -7.746 13.727 9.927
120 H -9.332 13.277 10.408
121 Cl -10.313 12.583 19.261
122 C -10.045 10.996 18.437
123 C -10.534 10.862 17.029
124 Cl -9.868 12.122 16.006
125 H -10.460 10.218 19.083
126 H -8.982 10.815 18.603
127 H -11.624 10.828 17.082
128 H -10.236 9.886 16.650

Results of the Mulliken charge analysis, in e, for atoms 1 through 5: -0.416, -0.507, -0.401, 0.862, -0.578

***

# 4
A molecular structure, C36H61AlN9O5 at a distorted geometry, computed with ωB97M-V/def2-TZVPD.

Computed properties:
- F_max: 2.73 eV/A
- Electronic energy: -2519.72571 hartree
- Orbital gap: 6.543 eV
- Total charge: -1
- Lowest unoccupied orbital energy: 0.0586 Ha
- Multiplicity: 1

Atoms and positions in Å:
1 C 5.794 3.492 -1.100
2 C 4.858 3.293 -1.848
3 Al 3.245 2.732 -2.918
4 C 1.706 2.407 -1.662
5 C 0.311 2.881 -2.187
6 C -0.681 1.807 -1.768
7 N -1.006 0.820 -2.690
8 O -1.187 1.794 -0.657
9 C 3.752 0.921 -3.700
10 C 3.700 -0.097 -2.538
11 C 4.753 -1.182 -2.589
12 O 5.742 -1.146 -3.270
13 O 4.503 -2.223 -1.741
14 O 2.896 3.991 -4.233
15 N 3.611 5.128 -4.061
16 O 3.189 5.815 -3.187
17 H 6.748 3.722 -0.650
18 H 1.962 2.890 -0.710
19 H 1.588 1.344 -1.410
20 H 0.326 2.896 -3.285
21 H 0.013 3.847 -1.779
22 H -0.537 0.966 -3.574
23 H -0.748 -0.105 -2.352
24 H 4.738 0.978 -4.169
25 H 3.027 0.615 -4.467
26 H 2.714 -0.573 -2.545
27 H 3.793 0.449 -1.588
28 H 5.192 -2.889 -1.875
29 C -1.098 -4.359 -0.117
30 C 0.132 -4.280 -1.015
31 C 1.139 -3.222 -0.557
32 C 0.530 -1.887 -0.568
33 N 0.061 -0.838 -0.577
34 H -1.659 -3.423 -0.123
35 H -1.772 -5.146 -0.463
36 H -0.815 -4.583 0.914
37 H -0.187 -4.065 -2.038
38 H 0.624 -5.249 -1.029
39 H 2.007 -3.210 -1.218
40 H 1.489 -3.440 0.453
41 C -0.972 -8.707 2.457
42 C -1.424 -8.648 1.003
43 C -0.267 -8.832 0.014
44 C 0.740 -7.780 0.186
45 N 1.524 -6.953 0.321
46 H -0.277 -7.903 2.693
47 H -1.824 -8.605 3.128
48 H -0.483 -9.658 2.677
49 H -1.916 -7.691 0.820
50 H -2.166 -9.429 0.821
51 H -0.635 -8.796 -1.012
52 H 0.213 -9.801 0.166
53 C 3.700 -7.451 3.294
54 C 3.925 -8.746 4.067
55 C 2.715 -9.686 4.018
56 C 1.536 -9.044 4.607
57 N 0.622 -8.526 5.069
58 H 2.879 -6.870 3.716
59 H 4.593 -6.827 3.331
60 H 3.472 -7.650 2.245
61 H 4.160 -8.507 5.107
62 H 4.791 -9.266 3.654
63 H 2.923 -10.603 4.571
64 H 2.486 -9.959 2.985
65 C -6.326 -0.499 -4.634
66 C -6.293 1.014 -4.821
67 C -5.010 1.501 -5.504
68 C -3.832 1.151 -4.701
69 N -2.924 0.875 -4.049
70 H -5.518 -0.837 -3.985
71 H -7.265 -0.804 -4.172
72 H -6.236 -1.016 -5.592
73 H -6.395 1.498 -3.848
74 H -7.151 1.320 -5.423
75 H -5.039 2.584 -5.628
76 H -4.907 1.051 -6.493
77 C -5.466 3.145 2.361
78 C -4.679 2.141 1.524
79 C -4.230 2.714 0.176
80 C -5.393 3.113 -0.628
81 N -6.306 3.425 -1.253
82 H -6.391 3.443 1.865
83 H -5.740 2.715 3.324
84 H -4.873 4.043 2.549
85 H -5.294 1.253 1.361
86 H -3.795 1.823 2.078
87 H -3.657 1.970 -0.381
88 H -3.589 3.583 0.325
89 C -5.247 7.260 1.678
90 C -6.381 8.107 2.244
91 C -6.744 7.732 3.686
92 C -7.185 6.334 3.761
93 N -7.522 5.239 3.819
94 H -5.522 6.206 1.629
95 H -5.002 7.579 0.665
96 H -4.346 7.352 2.288
97 H -7.260 8.000 1.606
98 H -6.092 9.160 2.218
99 H -7.549 8.370 4.053
100 H -5.883 7.862 4.344
101 C 8.972 7.159 2.810
102 C 7.537 6.867 2.387
103 C 7.203 5.372 2.399
104 C 8.067 4.640 1.469
105 N 8.752 4.069 0.746
106 H 9.690 6.708 2.123
107 H 9.157 8.234 2.815
108 H 9.172 6.777 3.813
109 H 7.369 7.270 1.387
110 H 6.852 7.386 3.061
111 H 6.165 5.215 2.103
112 H 7.337 4.959 3.401

Results of the Mulliken charge analysis, in e, for atoms 1 through 5: 0.756, -1.399, -0.163, 0.063, -1.053